Record 1
Density functional theory data (ωB97M-V with the def2-TZVPD basis set) for a structure of composition C50H59HgN6O4P2S.

Structure (XYZ):
```
123
Properties=species:S:1:pos:R:3:lowdin_spin:R:1
H -1.361 -3.503 1.368 0.013
H 1.913 5.382 4.163 0.000
H 2.034 -1.385 1.321 0.000
C -0.723 -4.021 -2.888 -0.002
H 2.683 0.191 5.505 0.000
H 4.373 -0.478 -2.183 0.000
C 2.959 2.818 2.043 0.000
H -3.950 1.288 -0.195 0.000
C -0.157 -2.170 4.281 0.136
H 2.075 -0.768 -1.225 0.000
C -2.133 4.432 2.291 0.001
C 4.150 1.669 -2.314 0.000
C 3.421 -1.152 4.398 0.001
C 2.116 3.276 6.512 0.000
H -3.751 0.071 -5.439 0.000
H -1.119 2.233 5.790 0.001
C -3.727 -0.823 -0.700 0.001
H -5.283 -2.320 -0.440 0.000
C -0.010 -0.759 3.852 0.071
H -0.898 -4.050 3.692 -0.004
C 2.535 -0.901 3.345 0.009
C 2.484 0.213 -1.450 0.000
C -0.595 -2.089 -0.894 -0.002
C 4.467 -2.051 4.233 0.001
H -5.353 0.593 -1.014 0.000
C -0.227 2.359 6.408 0.002
H 0.430 4.216 5.574 0.000
H 0.763 -3.430 0.115 0.001
P -2.362 -0.383 -1.889 -0.002
H 5.136 -2.218 5.067 0.000
H 2.091 -1.855 -4.174 0.000
H -3.164 -1.177 0.170 0.000
H 0.284 -6.498 -6.468 0.000
C 0.230 -3.226 -0.804 -0.002
H -3.958 -2.810 -1.515 0.000
H -1.909 -2.652 -3.963 0.000
C -2.980 3.942 3.266 0.000
H 3.302 3.264 4.113 0.000
C 3.743 0.380 -1.992 0.000
H 1.595 4.426 -0.755 0.000
C -1.567 3.538 1.383 0.000
C -1.013 -2.716 2.021 0.211
H -2.826 0.697 2.338 0.003
C -0.856 -3.045 -7.696 0.000
H -4.366 0.273 -2.895 0.000
H 1.455 -2.708 -2.932 0.000
H 3.877 -2.983 1.028 0.000
C 2.239 4.926 3.224 0.000
H 0.164 1.365 6.634 0.001
P 0.971 2.585 3.947 0.004
C 1.069 3.599 -1.245 0.000
H -5.187 -1.659 -2.075 0.000
C 2.719 -1.569 2.138 0.000
H -0.602 -0.070 4.483 0.034
H -3.738 2.147 -4.314 0.000
C -2.995 1.718 -3.633 0.000
H 0.546 -4.541 -5.004 0.000
C -4.563 0.387 -0.287 0.000
H 2.808 4.022 6.121 0.000
C -0.236 -0.537 2.408 0.355
H -5.051 0.217 0.678 0.000
C 4.631 -2.709 3.026 -0.001
C -3.361 0.264 -3.329 -0.001
H -3.888 2.151 4.067 0.000
H 1.894 3.539 7.550 0.000
O -0.222 5.264 0.486 0.000
N -0.044 3.168 -0.442 0.000
H 2.225 3.011 1.262 0.000
C -4.589 -1.973 -1.213 0.000
C -1.383 -1.849 -2.031 0.003
H -1.177 -2.067 -8.040 0.000
C 0.094 -4.440 -5.980 0.000
H 0.056 -2.469 5.299 0.008
N -0.202 -2.045 -5.629 0.000
H 3.088 1.738 2.108 0.000
C -0.321 -3.159 -6.394 0.000
C -0.032 -4.259 -1.747 0.000
H -0.687 -6.271 -8.746 0.000
C -0.583 -5.407 -8.101 0.000
C -0.699 -3.029 3.375 0.017
C -3.240 2.579 3.313 0.001
N -1.842 2.238 1.414 0.004
O 0.798 0.416 2.257 0.094
H -3.427 4.611 3.993 0.000
N 1.684 1.247 -1.195 0.000
H 1.473 5.107 2.468 0.000
H -2.966 2.324 -2.726 0.000
C 1.328 -0.009 3.521 0.031
O 3.300 -0.553 5.620 0.000
H -2.459 -0.970 -4.882 0.000
C -0.632 -1.476 1.443 0.034
S 0.151 -0.083 -3.937 0.000
Hg -0.701 1.014 -0.680 0.000
H -1.404 -4.010 -9.515 0.000
C -0.543 4.061 0.387 0.000
C 0.831 3.202 5.694 0.001
H 2.635 2.316 6.526 0.000
N 1.387 -2.546 -3.935 0.000
H 3.913 3.253 1.732 0.000
C 2.052 2.476 -1.506 0.000
H -0.523 2.826 7.351 0.000
H 0.738 3.988 -2.219 0.000
C -2.653 1.767 2.355 0.006
O 1.649 1.093 4.333 0.002
H 0.295 -5.274 -1.527 0.000
C -3.428 -0.566 -4.610 0.000
C 3.761 -2.469 1.973 0.001
H -1.870 5.477 2.208 0.000
H -0.457 -1.164 -6.047 0.000
H -0.982 -4.836 -3.554 0.000
C -0.981 -4.144 -8.524 0.000
H 5.446 -3.413 2.908 0.000
C 0.094 -1.899 -4.188 0.000
H 5.124 1.841 -2.757 0.000
H -4.138 -1.392 -4.520 0.000
H -2.012 1.754 -4.105 0.000
C 2.512 3.427 3.372 0.001
C -1.045 -2.605 -3.302 0.000
H 3.146 5.443 2.905 0.000
C -0.045 -5.527 -6.823 0.000
H 3.577 3.745 -2.334 0.000
N -0.617 -1.134 0.145 -0.034
C 3.297 2.730 -2.081 0.000
```

Output
Energy relative to the best compared isomer or geometry (same formula, charge and spin) in kcal per mole: 95.7
Net charge: -2
Molecular weight in g mol⁻¹: 1102.7
Highest occupied orbital energy (alpha / beta) in eV: -0.2974 / -0.3165
E_tot in eV: -103525.4315
Max |F| in eV/Å: 0.62
Frontier orbital gap (alpha / beta) in Ha: 0.1539 / 0.1545
Multiplicity: 2



Record 2
Density functional theory data (ωB97M-V with the def2-TZVPD basis set) for a structure of composition C50H60As2N4PSY in a non-equilibrium geometry.

Structure (XYZ):
```
119
Properties=species:S:1:pos:R:3:mulliken_charge:R:1
H 0.479 -4.953 1.138 0.322
H 3.797 -0.532 0.749 0.203
C -5.432 1.656 -0.056 -1.003
H -3.729 5.188 -0.478 0.437
C -2.727 5.064 -0.015 -0.721
H -0.831 3.367 3.713 0.421
H -2.462 -0.838 -3.924 0.646
C 4.591 -0.446 2.743 -0.661
H 6.613 0.117 -2.970 0.456
H 4.858 3.028 0.474 0.477
C 0.255 -0.303 4.473 -0.845
C 0.026 0.092 3.170 0.291
C 3.069 1.855 3.030 -0.232
H 5.741 5.104 -0.517 0.457
C -2.909 -1.815 -2.020 2.501
C -4.658 0.649 -0.565 -0.912
C -0.232 1.772 -2.496 0.291
P -2.423 -1.259 -0.308 2.653
H 0.047 -0.620 2.363 -0.303
H 3.874 1.962 5.022 0.444
C 3.573 -1.336 -2.789 0.888
C -0.293 1.426 2.863 0.516
H -2.489 7.165 0.388 0.383
C -0.031 0.981 -3.564 -0.813
C 0.581 -6.350 -0.483 -0.655
C -0.490 2.343 3.902 -1.091
C 4.594 0.219 3.952 -0.795
C -4.591 -2.523 1.023 -1.721
C 4.689 1.157 -2.771 -1.112
H -0.694 0.128 -3.807 0.120
C 2.834 3.447 -0.227 0.741
H 0.409 0.380 6.507 0.432
H -4.997 -1.548 1.261 0.251
H -0.368 2.611 6.049 0.434
H -6.327 2.017 -0.566 0.474
H 5.550 -2.064 -3.119 0.448
C -0.832 5.952 1.202 -0.691
C -2.223 3.773 0.127 -0.477
C -0.990 3.595 0.786 0.440
C 3.082 1.159 1.821 0.211
C -2.517 -2.270 2.281 -1.943
H -0.701 -7.513 -1.769 0.421
C -4.068 1.762 1.918 -1.270
C -0.297 1.918 5.222 -0.637
C -2.692 -3.982 0.498 -2.302
C 5.524 0.048 -2.923 -0.757
H 0.833 1.137 -4.191 0.431
S 1.247 -2.540 0.596 -0.395
C 3.839 1.392 4.088 -0.554
H -1.083 1.663 -1.846 -0.184
C 3.722 -3.874 -3.073 -2.172
C -3.097 -2.542 0.890 2.160
H -0.327 6.810 1.648 0.505
C -0.723 -6.566 -1.240 -0.822
C 3.840 0.026 1.685 -0.316
H 5.184 -0.147 4.759 0.461
C 3.869 5.752 -1.339 -0.556
H -2.348 0.230 -2.491 -0.066
H -2.913 -1.376 2.760 0.352
H 2.669 1.806 -2.407 0.572
C -1.723 -2.647 -2.488 -0.841
H 0.675 -7.016 0.347 0.504
N 1.191 -3.896 -1.801 -1.128
H 4.298 6.670 -1.769 0.396
H 0.596 -1.321 4.684 0.499
H -0.888 -1.989 -2.759 -0.167
C 2.508 5.522 -1.472 -1.078
H -1.614 -4.109 0.543 0.319
H -5.739 3.051 1.579 0.395
H 1.866 6.244 -1.979 0.487
H -0.858 -5.770 -1.956 0.184
As 2.046 1.746 0.350 1.648
As -0.306 1.795 0.939 1.516
H 5.082 2.170 -2.748 0.533
H -3.755 2.143 2.897 0.476
H -4.319 -2.702 -3.348 0.551
H 0.447 2.575 -2.263 0.128
C -3.277 0.736 1.373 -0.904
H -2.751 2.945 -0.311 0.375
H -2.410 0.402 1.909 0.514
C 4.192 3.707 -0.085 -1.162
H -4.964 0.157 -1.480 0.240
N 0.621 -5.034 0.143 -0.066
Y 0.850 -0.607 -1.175 0.759
H -4.172 -3.613 -1.854 0.392
C 3.325 0.953 -2.609 0.038
H 5.143 -1.364 2.590 0.444
H -3.934 -0.239 -3.107 0.441
C -2.912 -0.601 -2.931 -1.932
C 0.163 0.638 5.485 -0.836
C -0.306 4.675 1.352 -0.021
C 4.928 -1.194 -2.988 -0.951
H -1.398 -2.143 2.241 0.138
N 2.774 -0.270 -2.564 0.305
H 2.407 2.677 3.149 0.351
H 3.024 -4.706 -3.185 0.394
H -1.508 -6.534 -0.504 0.205
H -5.079 -2.113 -1.892 0.280
C 4.692 4.868 -0.658 -0.756
H -4.956 -3.134 1.848 0.498
H 0.616 4.541 1.891 0.353
C 2.947 -2.679 -2.683 0.490
N 1.751 -2.680 -2.172 0.860
C -3.558 0.152 0.135 1.176
C -5.142 2.209 1.188 -0.670
H 1.442 -6.458 -1.128 0.263
H 0.933 4.155 -0.961 0.257
H -2.716 -3.097 2.924 0.634
H 4.200 -3.674 -4.005 0.625
H -1.320 -3.427 -1.811 -0.492
H -1.901 -3.139 -3.441 0.781
C -4.188 -2.591 -2.274 -1.917
C -2.042 6.159 0.513 -0.886
C 2.001 4.370 -0.907 -0.170
C 0.967 -3.875 -0.509 0.097
H -3.083 -4.669 1.256 0.610
H -3.101 -4.284 -0.452 0.239
H 4.442 -4.189 -2.339 0.356
H -5.102 -2.854 0.128 0.392
```

Output
Energy relative to the best compared isomer or geometry (same formula, charge and spin) in kcal per mole: 27.8
Net charge: +2
Molecular weight in g mol⁻¹: 1018.8
Highest occupied orbital energy in eV: -13.0976
E_tot in eV: -201616.6137
Max |F| in eV/Å: 1.95
Frontier orbital gap in Ha: 0.2589



Record 3
Density functional theory data (ωB97M-V with the def2-TZVPD basis set) for a structure of composition C50H60BaFN7O3S in a non-equilibrium geometry.

Structure (XYZ):
```
123
Properties=species:S:1:pos:R:3:mulliken_charge:R:1
H 6.843 -0.447 5.168 0.317
H -5.493 3.707 -2.314 0.337
C 0.912 1.155 -3.424 3.457
H 4.168 4.491 -3.454 0.308
H -0.757 4.139 -0.601 0.406
H 0.393 -3.145 5.833 0.356
H 1.421 5.917 1.865 0.425
C -1.907 -1.564 -4.258 -0.043
H 6.508 -2.171 5.281 0.382
C 2.208 -3.358 -0.226 0.066
H -3.960 4.022 -3.132 0.440
N 0.040 2.255 -1.021 1.103
H -0.173 -3.875 -2.490 0.205
H 2.667 -0.109 -3.658 0.408
C -4.561 1.515 -0.769 0.279
C 3.385 -5.436 -0.014 -0.593
C -3.999 2.155 -2.031 2.391
H 0.037 -5.776 -0.085 0.444
C -0.740 0.614 3.329 -0.449
H -2.744 -1.275 -1.619 0.364
N 0.501 -1.469 4.571 0.571
H -0.828 0.816 -4.679 0.168
C -0.650 0.591 4.775 -1.370
C 1.616 3.134 1.522 -1.548
C -0.079 -3.617 -4.596 -0.611
H 0.643 -4.413 -4.733 0.378
H -1.917 2.208 3.185 0.154
H 2.195 2.247 1.261 0.082
C -5.656 -0.247 1.053 -0.786
C 1.113 -2.617 5.202 -1.271
C -0.528 -2.894 -5.690 0.349
C -3.587 -2.414 1.518 -1.590
H 2.088 -7.166 0.122 0.369
C 6.051 -1.196 5.103 -1.632
N 1.024 -3.996 -0.207 0.257
C 5.396 -1.567 1.383 -0.398
H 4.368 -3.547 -0.220 0.404
C 2.162 -6.090 0.025 -0.761
C 1.797 0.215 -4.233 -1.910
H 1.282 6.316 0.146 0.329
C 1.019 -5.312 -0.087 -0.554
H -4.085 4.229 -1.383 0.336
H -2.390 -0.676 1.768 -0.812
H 0.107 2.268 -5.094 0.343
N -0.100 -0.314 2.591 1.822
C -1.903 -1.941 -1.786 -2.861
C -2.071 2.662 0.061 -1.728
C 5.368 -1.150 3.763 1.040
C 4.115 -1.055 1.268 -0.335
H 2.484 -0.123 2.289 0.724
C -4.285 -0.050 1.049 0.880
C -6.509 0.469 0.228 -1.660
C 3.348 4.022 -2.922 -1.611
C -3.708 0.951 0.224 -0.481
H -2.892 -3.038 2.084 0.413
H 7.015 -2.027 2.708 0.373
H -1.827 1.236 1.530 -1.069
H -1.782 -1.304 -6.382 0.349
C -3.435 -0.947 1.923 3.170
C -1.439 -1.870 -5.523 -0.263
Ba 0.128 -0.399 -0.313 1.154
C -4.406 3.614 -2.222 -1.974
F -0.062 -3.202 -6.954 -0.422
H 0.080 -0.585 6.405 0.498
N -1.420 1.509 2.654 0.401
H 3.003 2.523 -4.413 0.329
H -7.580 0.312 0.260 0.343
H -3.392 -2.555 0.455 0.288
C 2.688 2.921 -3.455 -0.173
H 3.560 5.238 -1.182 0.418
H -2.912 2.113 -1.966 -0.844
H -2.615 -0.748 -4.156 -0.093
C 1.637 2.324 -2.792 0.534
C 6.013 -1.620 2.625 -0.940
H -3.909 1.708 -4.153 0.440
C -0.266 1.655 -4.268 -1.279
H 2.961 4.545 0.746 0.794
H 1.970 -2.314 5.810 0.362
C 3.424 -4.063 -0.148 -0.957
C -0.549 -3.312 -3.336 -0.450
H -5.485 1.366 -3.427 0.305
N -2.375 1.305 0.347 1.603
C 1.112 5.533 0.888 -1.659
H -6.065 -0.997 1.725 0.256
H -6.555 1.789 -1.456 0.278
H 4.313 -5.994 0.050 0.405
H 3.574 -0.226 4.499 0.471
C 4.089 -0.615 3.627 -1.161
C 1.917 4.271 0.545 0.415
H 1.222 -0.666 -4.531 0.165
H -3.769 0.245 3.720 0.294
O 4.310 -1.171 -1.311 -0.760
C 1.953 3.862 -0.932 -0.111
C 0.438 -1.409 3.160 -0.874
H 1.900 3.448 2.533 0.614
O 2.566 0.287 -0.285 -0.122
C 1.167 2.843 -1.542 -0.119
H -3.023 -1.332 4.020 0.312
H 0.471 0.572 -2.622 -1.866
H 5.906 -1.907 0.492 0.516
C 3.467 -0.562 2.391 -0.735
C -5.931 1.312 -0.706 -0.205
C -4.405 1.330 -3.255 -1.615
H 1.452 -3.277 4.407 0.342
C -0.901 3.065 -0.487 -0.460
C -1.490 -2.264 -3.090 1.643
S 3.273 -0.985 -0.320 0.903
H -4.739 -1.222 3.632 0.427
H -4.601 -2.771 1.725 0.310
N 2.095 -2.006 -0.322 0.861
H -1.750 -2.706 -1.027 0.529
H 0.044 5.337 0.939 0.269
C -0.027 -0.462 5.335 -0.602
H 5.345 -1.002 5.910 0.342
H -0.930 2.269 -3.658 0.167
H 2.153 0.690 -5.152 0.453
H -4.128 0.284 -3.124 0.434
C 2.986 4.450 -1.663 -0.674
H 0.565 2.864 1.545 0.223
C -3.755 -0.797 3.410 -1.802
O 0.908 -2.333 2.506 -0.575
H -2.817 3.405 0.342 0.051
H -1.103 1.372 5.366 0.458
```

Output
Energy relative to the best compared isomer or geometry (same formula, charge and spin) in kcal per mole: 17.1
Net charge: -2
Molecular weight in g mol⁻¹: 995.5
Highest occupied orbital energy in eV: -0.4866
E_tot in eV: -83647.2850
Max |F| in eV/Å: 2.60
Frontier orbital gap in Ha: 0.1495